Entry 1:
A 2-piece molecular cluster, C2H13BNO3P overall, computed with ωB97M-V/def2-TZVPD.

```
21
Properties=species:S:1:pos:R:3:lowdin_charge:R:1
C -2.70 1.22 1.86 -0.09
C -2.66 1.65 0.38 -0.37
O -2.33 0.61 -0.52 -0.47
P -0.75 -0.08 -0.54 0.81
B 1.07 -0.88 -0.63 -0.74
N 2.23 -0.25 -0.09 0.14
O 1.28 -2.09 -1.26 0.07
H -3.71 1.22 2.26 0.07
H -2.10 1.87 2.50 0.07
H -2.32 0.20 1.97 0.05
H -1.96 2.48 0.25 0.09
H -3.64 2.02 0.08 0.11
H -1.04 -0.38 -1.89 0.03
H -1.17 -1.10 0.35 0.02
H -0.26 1.20 -0.11 0.02
H 2.92 -0.86 0.33 0.08
H 2.08 0.55 0.52 0.06
H 0.63 -2.78 -1.12 0.09
O 4.97 -1.40 -1.77 -0.06
H 5.33 -2.05 -1.16 0.03
H 4.12 -1.14 -1.41 -0.01
```

The LUMO energy is 0.189 eV.



Entry 2:
C2H13BrCdO5 as an isolated structure, computed with ωB97M-V/def2-TZVPD.

```
22
Properties=species:S:1:pos:R:3:lowdin_charge:R:1
Cd -0.54 0.24 -1.03 1.18
Br -1.12 1.70 -3.20 -0.39
C 1.63 -0.13 2.16 -0.12
C 0.55 -1.17 1.82 -0.50
O -0.23 -0.86 0.74 -0.44
H 2.23 -0.47 3.01 0.06
H 1.18 0.83 2.46 0.06
H 2.29 0.04 1.32 0.04
H -0.06 -1.33 2.73 0.09
H 1.08 -2.15 1.70 0.09
O 1.63 0.99 -1.08 -0.13
H 1.96 1.66 -0.47 0.05
H 2.40 0.47 -1.33 0.06
O -0.34 -1.66 -2.29 -0.13
H 0.26 -1.97 -2.96 0.06
H -1.02 -2.33 -2.20 0.06
O -2.78 -0.34 -0.84 -0.13
H -3.06 -0.60 0.05 0.06
H -3.37 -0.79 -1.46 0.06
O -0.93 2.26 0.20 -0.14
H -1.49 2.98 -0.11 0.05
H -0.27 2.65 0.78 0.05
```

The LUMO energy is 0.006 eV.



Which of these has the lowest LUMO energy?
C2H13BrCdO5



LUMO energy of number 1 (C2H13BNO3P)?
0.189 eV



The lowest LUMO energy belongs to which entry?
C2H13BrCdO5



Which value of LUMO energy does entry 1 give?
0.189 eV